Entry 1:
Here is a 2-piece molecular cluster, C2H2OS2 overall from the Open Molecules 2025 dataset. Energies are from ωB97M-V with the def2-TZVPD basis set.

Its largest force on an atom is 0.0480 hartree/bohr. Its expectation value of S² is 2.020. Its HOMO-LUMO gap (alpha / beta) is 0.2311 / 0.2529 Ha. The spin multiplicity is 3.

Last column: Mulliken spin population.
CARTESIAN COORDINATES (ANGSTROEM)
1 C 0.03314 -1.33303 -0.79833  0.348
2 C -0.02405 0.45799 0.49199  0.494
3 O 0.89869 -1.59826 -1.55273  0.229
4 S -0.76519 0.17900 1.88041  0.722
5 S 0.41007 1.85515 -0.37778  0.138
6 H -0.80793 -1.93772 -0.44791  0.062
7 H 0.25528 2.37687 0.80436  0.008

***

Entry 2:
Here is C51H50N13O7RbS3 as an isolated structure from the Open Molecules 2025 dataset. Energies are from ωB97M-V with the def2-TZVPD basis set.

Its largest force on an atom is 0.0137 hartree/bohr. Its total charge is -2. Its HOMO-LUMO gap is 0.2188 Ha.

Last column: Mulliken charge in e.
CARTESIAN COORDINATES (ANGSTROEM)
1 Rb -0.02165 0.63617 -0.39578  0.028
2 C -1.50864 4.13005 -0.11360  -0.289
3 C -2.24352 4.38999 1.17305  1.085
4 C -3.17915 5.42109 1.24995  -0.697
5 C -3.88329 5.67674 2.41750  -0.787
6 C -3.63560 4.89476 3.54063  -0.879
7 C -2.70311 3.86364 3.49773  1.611
8 C -2.41258 3.02110 4.71201  -1.357
9 C -2.00966 3.59009 2.30139  -0.682
10 N -1.21730 2.43118 2.27176  0.080
11 C 0.06756 2.49089 2.56106  -0.453
12 O 0.77869 3.51875 2.66730  -0.930
13 C 0.68119 1.15745 2.99074  0.870
14 C 1.62442 1.25715 4.01227  -1.087
15 C 2.16851 0.09680 4.53658  -0.913
16 C 1.75369 -1.12077 4.02458  -0.596
17 C 0.78124 -1.13791 3.02784  0.728
18 N 0.25854 -0.01895 2.50976  0.115
19 C 0.28784 -2.51539 2.60237  0.029
20 O 1.15988 -3.43959 2.52680  -0.940
21 N -0.99775 -2.60403 2.43549  -0.511
22 C -1.65216 -3.79577 2.22084  -0.148
23 C -2.17584 -4.12362 0.95523  0.710
24 C -1.91841 -3.18620 -0.19081  -0.163
25 C -2.93857 -5.27563 0.80088  -0.797
26 C -3.19978 -6.12126 1.87325  -0.765
27 C -2.67299 -5.80334 3.11996  -0.841
28 C -1.90159 -4.66166 3.30530  1.441
29 C -1.30220 -4.31771 4.64163  -1.326
30 H -2.08111 3.49661 -0.79595  0.221
31 H -1.30539 5.06441 -0.63852  0.528
32 H -0.56387 3.63381 0.08158  -0.890
33 H -3.35747 6.03181 0.36799  0.472
34 H -4.61215 6.47920 2.45585  0.368
35 H -4.18023 5.07975 4.46289  0.318
36 H -3.06991 3.29499 5.54074  0.455
37 H -2.53475 1.95920 4.48607  0.264
38 H -1.37411 3.15451 5.02852  0.184
39 H 1.89967 2.24300 4.35836  0.490
40 H 2.90259 0.14278 5.33336  0.354
41 H 2.14925 -2.06520 4.37235  0.475
42 H -0.87682 -2.85956 -0.20919  -0.278
43 H -2.16521 -3.65337 -1.14909  0.283
44 H -2.51575 -2.27970 -0.07532  0.120
45 H -3.33355 -5.51721 -0.18222  0.413
46 H -3.79828 -7.01545 1.73862  0.363
47 H -2.86342 -6.45562 3.96902  0.303
48 H -1.60560 -5.04074 5.40448  0.416
49 H -0.20875 -4.30764 4.57853  0.172
50 H -1.60906 -3.31276 4.95062  0.290
51 N 4.43354 -1.11994 -2.95681  0.063
52 C 4.27754 0.16501 -3.44509  0.103
53 C 5.04178 0.94476 -4.30914  -1.350
54 C 4.59088 2.23212 -4.53742  -0.906
55 C 3.42105 2.72066 -3.92874  -1.350
56 C 2.66068 1.93749 -3.08339  0.046
57 C 3.10697 0.63641 -2.84112  0.692
58 N 2.56746 -0.34962 -2.02161  0.674
59 C 3.37167 -1.36563 -2.12134  0.080
60 C 3.23412 -2.59432 -1.33892  -0.355
61 C 4.19717 -3.53167 -1.13468  -0.570
62 S 3.62745 -4.71120 -0.03607  -0.241
63 C 2.11651 -3.86760 0.07330  -0.281
64 N 2.05379 -2.80450 -0.66054  0.372
65 H 5.09721 -1.79508 -3.28570  0.272
66 H 5.92940 0.55510 -4.79628  0.457
67 H 5.14293 2.87390 -5.21414  0.417
68 H 3.09865 3.73286 -4.15014  0.488
69 H 1.73870 2.29513 -2.63625  0.747
70 H 5.20141 -3.57609 -1.53331  0.393
71 H 1.35056 -4.19206 0.77641  0.348
72 N 0.31519 -2.61239 -3.52354  -0.155
73 C -1.03589 -2.38147 -3.40942  0.075
74 N -1.54899 -1.51664 -2.60566  0.482
75 C -2.92725 -1.47559 -2.70145  -0.730
76 C -3.46076 -2.33125 -3.60578  -0.237
77 S -2.20851 -3.22351 -4.39812  -0.381
78 C -3.68076 -0.59457 -1.79744  -0.106
79 C -4.99068 -0.28849 -1.92779  -0.303
80 S -5.50224 0.69198 -0.60356  -0.372
81 C -3.86230 0.60635 0.05686  0.112
82 N -3.03945 -0.07024 -0.69353  0.477
83 N -3.60293 1.14042 1.26474  -0.194
84 H 0.85411 -2.24243 -2.74818  -0.084
85 H 0.59793 -3.51338 -3.86206  0.312
86 H -4.49808 -2.50778 -3.85026  0.481
87 H -5.67806 -0.56344 -2.71481  0.426
88 H -4.26326 1.79929 1.63729  0.241
89 H -2.63725 1.26604 1.60424  0.167
90 C 4.39819 4.93947 0.97336  -1.311
91 N 3.38160 4.12494 0.33806  0.324
92 C 2.13598 4.79781 -0.04001  -0.825
93 C 3.35475 2.76918 0.39485  -0.243
94 O 2.34046 2.12544 0.17101  1.063
95 N 4.57657 2.14363 0.74879  0.147
96 C 4.37947 0.75595 1.16917  -0.429
97 C 5.64256 2.28591 -0.24037  -1.013
98 H 3.93472 5.58734 1.72146  0.408
99 H 4.90999 5.56935 0.23914  0.324
100 H 5.12475 4.30450 1.47102  0.427
101 H 2.35429 5.85362 -0.20627  0.490
102 H 1.38367 4.68483 0.74340  0.262
103 H 1.74453 4.36723 -0.96147  -0.011
104 H 4.08697 0.10594 0.33581  0.033
105 H 3.59174 0.70859 1.92061  -0.046
106 H 5.31276 0.39084 1.60240  0.321
107 H 5.59194 3.26582 -0.71441  0.330
108 H 5.56884 1.52738 -1.02689  0.166
109 H 6.61750 2.18551 0.24660  0.342
110 O -1.63313 3.70218 -4.50872  -0.838
111 C -0.94480 2.75406 -4.08283  -0.015
112 O -0.82517 2.31525 -2.90750  -0.292
113 C -0.08151 2.06380 -5.14656  -0.178
114 C 0.25586 0.71984 -5.02721  0.135
115 C 1.14752 0.13762 -5.91023  -0.172
116 C 1.71396 0.91659 -6.91032  -0.371
117 C 1.35971 2.25102 -7.07240  -0.510
118 C 0.45020 2.80998 -6.19548  -0.646
119 N 2.72351 0.33015 -7.78948  1.085
120 O 3.17331 1.00535 -8.69719  -0.674
121 O 3.07675 -0.81647 -7.59095  -0.649
122 H -0.16597 0.15362 -4.20489  0.654
123 H 1.42288 -0.90448 -5.82582  0.573
124 H 1.80764 2.82424 -7.87059  0.484
125 H 0.13719 3.84160 -6.29593  0.482